Entry 1:
Computed, not measured: C3H5NO in the gas phase, with ωB97M-V with the def2-TZVPD basis set.

Positions of all 10 atoms, in Å:
H (0.27709, -0.22796, -1.61554)
H (-1.52080, -0.37869, 0.68217)
C (0.56826, -1.08333, 0.68481)
H (0.86684, 1.44692, -0.15182)
C (-0.18238, 1.17024, -0.22719)
N (-0.56193, 0.15872, -1.18558)
H (0.29028, -1.90974, 1.36714)
C (-0.54483, -0.19694, 0.24015)
H (-0.90121, 1.97369, -0.09118)
O (1.70870, -0.95292, 0.29704)

Molar mass   71.08 g mol⁻¹
HOMO-LUMO gap   0.3967 hartree
SMILES   O=C[C@H]1CN1
HOMO   -10.0176 eV
E   -6728.0896 eV



Entry 2:
Computed, not measured: a molecular structure, C36H35BaCl2N3OP2, with ωB97M-V with the def2-TZVPD basis set.

Positions of all 80 atoms, in Å:
H (-1.94154, 5.43550, -2.30782)
C (1.52251, -1.48824, 3.37428)
P (-2.12116, -3.90325, 3.52912)
H (4.34492, -5.30922, -0.00903)
H (-3.11758, -1.27857, 4.11373)
C (-4.33024, -0.61060, 2.47127)
H (2.83514, -4.27852, 5.68308)
C (2.77061, -2.16591, 5.30747)
H (2.95248, -1.80930, -0.29737)
C (-1.88818, 2.95251, 0.01288)
C (-3.27681, -5.32091, 3.59236)
C (3.04233, -1.61615, -1.36675)
C (2.76458, -5.37929, -1.46107)
H (-0.49325, 3.77078, -3.45174)
H (2.50083, -2.43846, -1.84505)
N (4.77279, -1.80827, -3.17472)
H (-6.57987, -6.00447, 3.94243)
C (-0.94934, -4.50396, 2.21484)
C (-4.65032, -5.11077, 3.70450)
C (-2.23543, 4.19353, -0.57022)
C (-3.13806, -2.72967, 2.52775)
H (-5.47410, -0.21745, 0.70193)
C (-0.66040, 2.34688, -1.84030)
C (1.43968, -5.05356, -1.73143)
H (-3.26110, -8.70224, 3.86437)
H (-1.72309, -6.82085, 3.60872)
Cl (-3.79930, 3.09503, 3.52928)
H (5.09025, -0.86463, -1.32626)
H (2.30101, -0.12491, -2.64439)
H (-3.41947, -3.97349, 0.78914)
H (-5.05703, -4.10671, 3.67521)
N (2.38118, -0.36059, -1.66408)
H (3.36489, -1.91597, 6.17607)
C (0.68644, -4.38126, -0.78073)
O (-1.97766, 1.44640, 1.85541)
C (1.69910, -3.81908, 3.92899)
H (3.00681, -4.10954, 1.67151)
C (-4.81100, -0.90956, 1.20206)
C (-5.02143, -7.47776, 3.90995)
C (-4.46216, -2.11685, 0.59319)
C (1.21594, -2.81654, 3.08603)
C (-3.08377, 5.06853, 0.15424)
C (1.23517, -4.03633, 0.45652)
C (4.52930, -1.72790, -1.68071)
C (2.56511, -4.36029, 0.71515)
Cl (-3.53129, 6.59445, -0.52872)
H (-1.48512, -4.89183, 1.34452)
C (-3.65494, -7.69585, 3.81422)
C (-2.78694, -6.62507, 3.66207)
H (2.78341, 0.42392, -1.16625)
C (-5.51614, -6.18322, 3.85854)
H (2.51914, -0.12502, 4.69703)
C (-3.64130, -3.01957, 1.25413)
C (-2.35111, 2.58768, 1.32738)
H (3.34474, -5.93818, -2.18476)
C (-3.19314, 3.48292, 1.95774)
C (-3.55399, 4.71478, 1.38290)
H (-5.69741, -8.31314, 4.03193)
H (1.14499, -0.69008, 2.74243)
H (-0.05796, 1.59230, -2.33840)
H (-0.36470, -5.32912, 2.62230)
H (5.76753, -1.90553, -3.38954)
P (0.15903, -3.15602, 1.65047)
N (-1.12180, 2.02978, -0.65083)
H (1.47597, -4.86018, 3.72904)
H (4.28512, -2.61282, -3.57600)
C (-3.49568, -1.51808, 3.12628)
C (3.32439, -5.02838, -0.23985)
H (-4.58623, 0.32724, 2.94827)
H (4.95113, -2.63624, -1.25375)
C (2.29843, -1.16108, 4.47801)
H (4.43703, -0.96762, -3.64981)
C (2.47126, -3.49513, 5.03186)
C (-1.70737, 4.48709, -1.84443)
Ba (-1.68389, -0.43626, 0.66772)
C (-0.91193, 3.57164, -2.47561)
H (-0.34918, -4.14047, -1.00109)
H (-4.86146, -2.36748, -0.38219)
H (0.98803, -5.34292, -2.67162)
H (-4.20376, 5.38187, 1.93192)

Net charge   +2
Molar mass   795.88 g mol⁻¹
HOMO-LUMO gap   0.2227 hartree
HOMO   -11.5595 eV
E   -88723.6077 eV



Entry 3:
Computed, not measured: 10 unconnected molecules or ions with the total composition C28H81N5O13 in a non-equilibrium geometry, with ωB97M-V with the def2-TZVPD basis set.

Positions of all 127 atoms, in Å:
H (3.56244, 4.78391, 1.25801)
H (5.82748, 1.66954, 4.59122)
H (-0.44769, 1.95552, -5.46308)
H (-0.23559, 4.78446, -7.79963)
O (-1.81221, -0.37008, 1.71274)
H (-4.46000, 1.46319, 0.28155)
N (-5.16418, -0.16383, -1.71529)
N (-0.44313, 2.59571, -6.25368)
H (2.35236, -1.63973, -1.14483)
H (-3.19671, 1.06822, -3.22776)
C (-2.86836, 0.25319, -2.57560)
H (-2.83370, -6.14057, 0.85345)
C (-0.12281, 3.95014, -5.73546)
H (2.22258, -3.39939, 4.95050)
H (-1.81271, 0.40133, -2.32167)
O (-0.07782, -4.33745, 3.61894)
C (-3.94459, -1.34156, 2.55648)
C (4.84014, 1.56144, 4.16492)
O (4.33303, 0.26930, 4.42285)
N (-3.25136, -5.77089, -1.60982)
H (-4.01658, 2.28374, -1.18646)
H (5.11374, 2.77391, 2.35451)
N (3.00664, -2.42485, 3.37222)
O (1.21812, 3.43504, 0.62658)
H (3.87794, 5.34311, -0.36190)
H (-0.53413, -5.27701, 1.75502)
H (-5.49622, 0.34457, -2.53596)
H (-4.54405, -6.15839, 0.84735)
H (3.01406, 2.19524, -2.57625)
H (-1.68035, 5.17091, -6.70042)
H (-4.56848, -4.41858, -0.88328)
O (2.04308, 0.41807, -3.01491)
C (2.81869, -1.74984, -2.13297)
C (2.45525, 1.71773, -3.40047)
O (0.84673, 0.43640, 1.74621)
H (1.41448, 5.47314, 0.24737)
C (-0.37811, -3.10822, -0.18710)
H (1.68369, 3.35827, 1.48566)
H (3.40569, -1.66426, 3.89099)
H (0.40285, -1.19384, 3.65752)
H (1.20476, -2.10202, -3.37333)
C (3.33765, 4.57048, 0.19639)
C (4.19175, -2.46953, -1.90775)
N (2.08887, -2.52818, -3.08804)
H (3.39757, 0.31088, 4.16255)
C (-0.79479, 4.25638, -4.40769)
H (-3.02230, 0.46597, 3.24034)
C (1.84043, 4.50845, -0.05348)
H (1.55142, 2.31558, -3.54472)
H (3.78850, -0.63776, -3.54537)
H (-0.07259, -6.34217, 3.03511)
C (4.73420, 1.80925, 2.65236)
H (0.96336, 3.98175, -5.60869)
H (0.55442, -3.64193, 0.06759)
H (-0.71172, 1.13272, 3.69076)
H (-0.28693, 2.54412, 4.79394)
H (-3.45750, -0.66579, -0.68916)
O (3.95096, 3.31313, -0.14674)
H (-5.55826, -1.11533, 1.42753)
C (1.83498, -2.83673, 4.10847)
H (3.37809, 1.85367, 1.29936)
H (-5.81164, -0.13292, -0.92594)
H (1.96105, -4.71449, 3.06295)
H (-2.99390, -0.68161, -3.11072)
C (-0.59440, -5.42603, 2.84801)
C (-0.09344, 1.48676, 4.53290)
O (-2.46105, 1.74252, 0.09611)
H (-1.32881, 3.02052, 1.09785)
C (-3.72032, 1.50729, -0.49985)
H (4.67553, -2.63537, -2.87186)
O (-0.49705, 3.19828, -3.50689)
H (0.10126, -2.03697, 5.18435)
C (-2.62969, -3.65168, -0.52245)
H (1.07664, -3.49995, 2.19820)
H (-0.73608, 4.28184, -1.65036)
H (-0.35533, 0.89120, 5.45896)
H (1.85829, -3.41346, -2.68375)
C (-3.68681, -5.50903, 0.75965)
H (1.61414, 4.35960, -1.11639)
C (-2.38480, 2.92481, 0.86310)
H (-2.97880, 2.77795, 1.80506)
H (-1.85917, 4.32413, -4.62482)
H (-2.93019, -2.92312, 0.27252)
H (-1.65893, -5.51200, 3.15106)
H (-1.30817, 2.58747, -6.79843)
C (1.17337, 0.21193, 0.34176)
H (-2.14196, 3.35649, -2.29800)
O (1.26270, 1.28785, 4.24227)
H (3.95009, -3.49698, -1.62581)
H (-4.52274, -1.52173, 3.46035)
H (-2.56928, -3.15082, -1.52063)
H (1.21818, -0.84283, 0.06676)
C (0.89761, -1.65973, 4.51807)
O (3.36032, 1.66193, 2.24841)
C (-3.60517, -4.78650, -0.56160)
H (-0.42740, 5.23186, -4.03952)
H (-0.14149, 5.94725, -6.53037)
H (-0.75259, 2.49158, -1.62164)
H (3.80143, 0.14728, -1.96517)
H (-2.10812, -0.98605, 3.58736)
C (-0.59897, 5.00777, -6.77154)
C (-2.70985, -0.50621, 2.83514)
H (0.40823, 0.72647, -0.28771)
H (-0.61571, -2.37167, 0.60018)
O (-4.77395, -0.62023, 1.64675)
H (1.32051, 1.06769, 3.26839)
H (2.11573, 0.72022, 0.17643)
H (2.79967, -2.05336, 2.44243)
H (-0.36246, -2.62895, -1.15489)
H (-3.21196, -5.34376, -2.51467)
H (-2.30208, -6.13919, -1.55365)
C (1.19831, -3.91143, 3.18817)
H (-3.62140, -2.29868, 2.13502)
C (3.17276, -0.40529, -2.67226)
H (4.21720, 2.33607, 4.67819)
H (4.83338, -1.97424, -1.19455)
H (5.35875, 1.01731, 2.16005)
C (-1.02636, 3.37049, -2.23414)
H (-0.07810, 0.25186, 1.82410)
H (-2.76849, 3.74481, 0.28979)
H (1.41976, -0.91164, 5.07309)
C (-3.76590, 0.19444, -1.29983)
H (-2.14408, 0.31513, 1.10389)
O (-1.33984, -4.13699, -0.19641)
H (3.01484, 1.78563, -4.30364)
H (-3.55943, -4.71367, 1.49491)
H (4.90312, 3.34959, 0.06833)

Molar mass   695.98 g mol⁻¹
HOMO-LUMO gap   0.3307 hartree
SMILES   COC[C@H](C)N.COC[C@H](C)N.COC[C@H](C)N.COC[C@H](C)N.COC[C@H](C)N.OCCO.OCCO.OCCO.CO.CO
HOMO   -8.6529 eV
E   -64412.8159 eV